{
  "formula": "C7H13N2O2",
  "method": "ωB97M-V/def2-TZVPD",
  "elements": ["C", "C", "C", "N", "C", "O", "C", "C", "C", "N", "O", "H", "H", "H", "H", "H", "H", "H", "H", "H", "H", "H", "H", "H"],
  "xyz": [[1.790, -0.388, -1.167], [1.037, -0.574, 0.129], [1.993, -1.081, 1.262], [-0.062, -1.579, -0.057], [-1.291, -0.947, -0.031], [-2.370, -1.614, 0.002], [-1.132, 0.495, 0.054], [-1.241, 1.270, -1.240], [-1.957, 0.984, 1.177], [0.250, 0.601, 0.540], [0.905, 1.862, 0.230], [1.204, -0.455, -2.033], [2.455, -1.293, -1.407], [2.023, 0.703, -1.073], [1.894, -0.304, 2.039], [3.056, -1.189, 0.846], [1.619, -1.995, 1.709], [0.016, -2.384, -0.698], [-0.602, 2.108, -1.258], [-2.318, 1.480, -1.358], [-0.978, 0.583, -2.134], [-1.655, 1.995, 1.247], [-1.568, 0.654, 2.093], [-3.072, 1.068, 1.126]],
  "lowdin_charge": [-0.071, -0.524, -0.029, 0.137, -0.414, -0.014, -0.526, -0.016, -0.045, -0.179, -0.343, 0.027, 0.094, 0.084, 0.071, 0.080, 0.051, 0.151, 0.046, 0.080, 0.104, 0.065, 0.070, 0.100],
  "relative_energy_ev": 0.000,
  "energy_ev": -14543.00754,
  "charge": -1,
  "smiles": "CC1(C)NC(=O)C(C)(C)N1[O-]",
  "max_force_ev_per_a": 4.89,
  "gap_ev": 6.08
}

{
  "formula": "C18H22N2O3S",
  "method": "ωB97M-V/def2-TZVPD",
  "elements": ["C", "C", "C", "C", "C", "S", "O", "O", "N", "C", "C", "C", "C", "N", "C", "O", "C", "C", "C", "C", "C", "C", "C", "C", "H", "H", "H", "H", "H", "H", "H", "H", "H", "H", "H", "H", "H", "H", "H", "H", "H", "H", "H", "H", "H", "H"],
  "xyz": [[0.814, -3.317, 0.266], [1.228, -2.224, 1.211], [1.728, -2.544, 2.464], [2.115, -1.559, 3.358], [1.999, -0.238, 2.980], [2.544, 1.064, 4.081], [2.716, 0.513, 5.399], [3.661, 1.737, 3.486], [1.218, 2.099, 4.011], [1.519, 3.493, 4.240], [0.101, 1.583, 4.763], [1.510, 0.120, 1.741], [1.115, -0.870, 0.848], [0.618, -0.556, -0.419], [0.171, 0.649, -0.888], [0.131, 1.668, -0.241], [-0.324, 0.555, -2.321], [-1.734, -0.062, -2.358], [-2.217, -0.157, -3.778], [-2.018, -1.315, -4.519], [-2.429, -1.388, -5.838], [-3.042, -0.300, -6.434], [-3.243, 0.860, -5.705], [-2.831, 0.930, -4.386], [1.429, -3.311, -0.635], [-0.231, -3.209, -0.023], [0.932, -4.286, 0.742], [1.814, -3.583, 2.746], [2.501, -1.794, 4.337], [1.605, 3.729, 5.307], [0.733, 4.105, 3.795], [2.466, 3.702, 3.749], [-0.032, 0.537, 4.493], [0.269, 1.649, 5.844], [-0.797, 2.140, 4.497], [1.431, 1.162, 1.483], [0.548, -1.338, -1.054], [0.359, -0.043, -2.926], [-0.365, 1.563, -2.734], [-2.407, 0.567, -1.773], [-1.716, -1.057, -1.905], [-1.542, -2.170, -4.058], [-2.271, -2.296, -6.401], [-3.364, -0.356, -7.463], [-3.722, 1.712, -6.164], [-2.991, 1.836, -3.818]],
  "lowdin_charge": [-0.041, -0.201, -0.028, -0.051, -0.274, 0.671, -0.290, -0.282, -0.349, -0.099, -0.108, 0.021, -0.159, 0.139, -0.465, 0.090, -0.091, -0.144, -0.247, -0.049, -0.086, -0.094, -0.083, -0.044, 0.087, 0.085, 0.080, 0.113, 0.113, 0.093, 0.093, 0.077, 0.084, 0.092, 0.095, 0.111, 0.121, 0.125, 0.127, 0.127, 0.111, 0.110, 0.102, 0.101, 0.103, 0.116],
  "relative_energy_ev": 1.314,
  "energy_ev": -38981.28818,
  "smiles": "Cc1ccc(S(=O)(=O)N(C)C)cc1NC(=O)CCc1ccccc1",
  "max_force_ev_per_a": 1.13,
  "gap_ev": 9.30
}

{
  "formula": "C5H11NOSi",
  "method": "ωB97M-V/def2-TZVPD",
  "elements": ["C", "C", "Si", "C", "C", "C", "N", "O", "H", "H", "H", "H", "H", "H", "H", "H", "H", "H", "H"],
  "xyz": [[-2.385, -1.175, -0.032], [-1.213, -1.143, -0.741], [0.438, -0.351, -0.270], [1.131, 0.766, -1.645], [1.749, -1.296, 0.653], [0.088, 1.024, 1.091], [-1.000, 1.824, 0.843], [0.676, 1.082, 2.151], [-3.444, -1.484, -0.151], [-2.376, -0.786, 0.960], [-1.230, -1.709, -1.650], [2.030, 1.207, -1.155], [1.471, 0.440, -2.613], [0.486, 1.665, -1.757], [1.484, -1.221, 1.642], [2.085, -2.415, 0.562], [2.648, -0.734, 0.622], [-1.449, 2.283, 1.602], [-1.188, 2.023, -0.111]],
  "lowdin_charge": [-0.052, -0.219, 0.635, -0.182, -0.178, -0.566, 0.118, 0.000, 0.064, 0.020, 0.031, 0.042, 0.014, 0.029, -0.019, 0.082, 0.017, 0.093, 0.070],
  "relative_energy_ev": 1.298,
  "energy_ev": -16777.87169,
  "smiles": "C=C[Si](C)(C)C(N)=O",
  "max_force_ev_per_a": 3.60,
  "gap_ev": 9.85
}

{
  "formula": "FH2IP2",
  "method": "ωB97M-V/def2-TZVPD",
  "elements": ["F", "P", "P", "I", "H", "H"],
  "xyz": [[-0.228, 2.012, 0.514], [-0.855, 0.697, -0.232], [-0.846, -0.696, 1.247], [-1.566, -2.429, -0.290], [1.556, 0.154, -0.277], [1.940, 0.262, -0.963]],
  "lowdin_charge": [-0.493, 0.348, -0.044, 0.185, -0.043, 0.046],
  "relative_energy_ev": 1.042,
  "energy_ev": -29427.50888,
  "max_force_ev_per_a": 1.84,
  "gap_ev": 7.85
}

{
  "formula": "C4H11NO3",
  "method": "ωB97M-V/def2-TZVPD",
  "elements": ["C", "N", "C", "C", "C", "O", "O", "H", "H", "H", "H", "H", "H", "H", "H", "H", "H", "H", "O"],
  "xyz": [[1.089, -0.697, 0.447], [-0.177, -0.379, 0.980], [-0.950, 0.614, -1.343], [-0.872, 0.687, 0.203], [-0.194, 1.989, 0.237], [-1.154, 2.966, -0.182], [0.946, 2.370, 0.482], [1.849, 0.083, 0.767], [1.207, -1.109, -0.597], [1.483, -1.362, 1.218], [-0.811, -1.179, 0.942], [0.047, 0.818, -1.576], [-1.267, -0.355, -1.803], [-1.625, 1.356, -1.823], [-1.829, 0.914, 0.696], [-0.776, 3.809, -0.511], [0.933, -4.121, 0.142], [0.822, -2.833, 0.880], [1.279, -3.571, 0.841]],
  "lowdin_spin": [0.095, 0.614, 0.062, 0.062, 0.014, 0.009, 0.041, 0.019, 0.048, 0.005, 0.021, 0.003, 0.000, 0.004, 0.001, 0.000, 0.000, 0.000, 0.001],
  "relative_energy_ev": 3.317,
  "energy_ev": -11947.72462,
  "charge": 1,
  "s2": 0.755,
  "multiplicity": 2,
  "max_force_ev_per_a": 6.93,
  "gap_ev": [11.76, 5.74]
}

{
  "formula": "H10O5",
  "method": "ωB97M-V/def2-TZVPD",
  "elements": ["O", "H", "H", "O", "H", "H", "O", "H", "H", "O", "H", "H", "O", "H", "H"],
  "xyz": [[1.609, 4.226, -5.066], [1.963, 4.375, -5.948], [1.161, 5.067, -4.837], [-2.031, 8.457, -5.669], [-2.564, 7.650, -5.617], [-2.667, 9.182, -5.676], [0.409, 6.672, -4.293], [-0.394, 7.095, -4.621], [0.889, 7.355, -3.784], [-1.047, 5.735, -6.396], [-1.310, 5.373, -7.252], [-0.253, 6.258, -6.571], [1.621, 8.885, -2.797], [2.560, 8.732, -2.620], [1.528, 9.840, -2.897]],
  "lowdin_charge": [-0.087, 0.020, -0.019, -0.064, 0.036, 0.040, -0.066, 0.013, 0.025, -0.057, 0.052, 0.038, -0.045, 0.059, 0.055],
  "relative_energy_ev": 0.889,
  "energy_ev": -10399.96031,
  "smiles": "O.O.O.O.O",
  "max_force_ev_per_a": 0.58,
  "gap_ev": 10.71
}